74
Properties=species:S:1:pos:R:3:forces:R:3:mulliken_charge:R:1 method="wB97M-V/def2-TZVPD" e_lumo_ev=3.78 gap_ev=5.453 charge=-2 e_homo_ev=-1.7 energy_ev=-139238.5087
Cd -0.87536 0.21124 -0.11945 0.22 0.18 -0.13 3.351
C 2.53622 -0.34750 2.40419 -0.06 0.01 -0.03 -0.495
C 3.18861 0.76048 1.57649 0.00 0.02 -0.03 -1.091
C 2.24655 1.47119 0.59747 -0.05 -0.04 0.08 -1.727
N 1.53208 0.52335 -0.23632 -0.02 -0.07 -0.07 0.818
C 2.13779 -0.04969 -1.23056 0.06 0.02 -0.12 0.295
C 3.40550 0.38932 -1.74846 -0.08 -0.04 0.06 -0.392
C 4.31041 -0.18308 -2.61581 0.00 -0.02 -0.02 -0.596
C 4.32854 -1.43862 -3.21235 0.01 0.02 0.00 -0.550
C 3.30161 -2.37113 -3.09526 -0.01 0.00 0.04 -0.407
C 2.04639 -2.25687 -2.54332 -0.05 0.12 -0.03 -1.087
C 1.36282 -1.16013 -1.90473 0.08 0.00 0.00 0.323
N 0.07836 -1.11529 -1.76300 -0.01 -0.14 0.04 0.192
C -0.75576 -2.11427 -2.41348 0.03 0.06 -0.02 -0.775
C -2.21519 -2.04688 -1.98066 -0.04 0.03 0.04 -0.772
C -2.45020 -2.67906 -0.61351 -0.02 0.09 -0.01 -1.003
N -1.85344 -1.88366 0.43843 0.10 -0.07 0.01 -0.008
C -1.76431 -2.34811 1.64718 0.01 -0.01 0.09 0.562
C -2.07212 -3.70439 2.00034 -0.02 0.10 -0.01 -0.744
C -2.29637 -4.31442 3.22068 0.02 0.01 0.00 -0.499
C -2.39808 -3.78052 4.49632 0.00 0.01 0.00 -0.518
C -2.20570 -2.42827 4.79918 0.00 0.00 -0.01 -0.263
C -1.71841 -1.40250 4.03140 0.04 -0.05 -0.06 -0.893
C -1.21909 -1.37301 2.67397 -0.06 -0.06 0.00 0.397
N -0.41865 -0.47296 2.21125 -0.17 -0.08 -0.01 0.209
C 0.17853 0.53099 3.06564 0.05 -0.01 -0.05 -0.602
C 1.58847 0.12102 3.51189 -0.01 0.01 0.01 -0.967
H 3.33039 -0.94663 2.86074 0.02 0.03 0.02 0.375
H 1.98830 -1.01276 1.73301 0.02 -0.03 0.02 0.125
H 4.01190 0.32887 0.99899 0.00 -0.01 0.00 0.386
H 3.62606 1.51399 2.24424 0.02 -0.01 0.00 0.501
H 2.82088 2.20733 0.02369 0.00 0.04 -0.02 0.723
H 1.50921 2.05199 1.14876 0.01 -0.03 -0.01 0.233
H 3.69932 1.36730 -1.39118 0.03 0.01 0.02 0.281
H 5.17331 0.44395 -2.83095 0.01 0.01 0.01 0.294
H 5.20291 -1.71450 -3.78981 0.00 0.00 0.00 0.290
H 3.50547 -3.34464 -3.53665 -0.01 0.00 -0.01 0.298
H 1.44117 -3.14730 -2.63200 -0.02 -0.03 -0.04 0.147
H -0.40136 -3.13092 -2.19796 0.03 -0.03 0.02 0.284
H -0.67770 -1.98208 -3.50010 -0.01 0.01 -0.01 0.555
H -2.81260 -2.59248 -2.71856 0.00 -0.01 0.00 0.607
H -2.56109 -1.00974 -2.00264 0.01 -0.03 0.00 -0.218
H -2.04974 -3.70210 -0.64346 0.05 -0.02 0.00 0.408
H -3.52950 -2.77689 -0.42769 0.00 -0.03 0.01 0.437
H -2.14693 -4.37095 1.15209 -0.02 -0.02 -0.01 0.144
H -2.47583 -5.38594 3.15295 0.00 0.00 -0.01 0.271
H -2.69280 -4.44280 5.30203 0.00 0.00 0.00 0.270
H -2.46055 -2.14024 5.81727 0.00 0.00 0.01 0.301
H -1.66794 -0.44760 4.53590 0.01 0.01 0.02 0.243
H -0.40626 0.75873 3.95941 -0.02 0.02 0.02 0.588
H 0.21251 1.46116 2.49662 -0.01 0.00 -0.01 -0.375
H 1.47676 -0.68906 4.24006 -0.02 -0.01 -0.02 0.367
H 2.03549 0.96855 4.04825 0.02 -0.03 0.02 0.469
Br 1.26667 7.26707 -1.05549 0.00 0.00 0.00 -0.246
C 0.64604 5.47501 -0.85144 0.01 0.01 0.01 0.053
C 0.99224 4.52475 -1.78866 -0.04 0.01 0.01 -0.884
C 0.51852 3.23558 -1.58161 -0.04 -0.04 -0.01 -0.315
N -0.21944 2.88900 -0.53620 0.02 0.01 0.07 0.552
C -0.55864 3.82698 0.34051 -0.04 0.01 -0.05 -0.489
C -0.14700 5.14966 0.23164 0.01 0.02 -0.01 -0.783
H 1.58479 4.76891 -2.65767 0.00 -0.01 0.00 0.438
H 0.74480 2.44714 -2.28874 0.01 -0.02 -0.01 0.514
H -1.20129 3.49437 1.15018 0.02 0.00 -0.01 0.421
H -0.44023 5.88796 0.96424 0.00 -0.01 0.00 0.431
O -4.29676 2.27058 2.41957 0.02 0.17 0.12 -0.611
S -3.75566 1.29281 1.45808 -0.14 -0.29 -0.19 0.095
N -2.38068 1.40535 0.97291 -0.02 0.31 0.25 -0.696
F -4.04748 0.61386 -3.99439 -0.01 0.01 -0.04 -0.275
C -3.04198 1.39872 -4.43541 -0.05 -0.07 -0.08 0.728
F -3.60942 2.32980 -5.22840 -0.02 -0.01 -0.01 -0.284
F -2.28414 0.61954 -5.25307 -0.03 0.01 0.00 -0.295
C -2.17010 1.98870 -3.27960 0.11 0.10 0.13 0.125
O -1.77765 3.14698 -3.45845 0.00 -0.13 0.02 -0.716
O -1.97322 1.16475 -2.36851 0.06 -0.02 0.00 -0.522


61
Properties=species:S:1:pos:R:3:forces:R:3:mulliken_charge:R:1 method="wB97M-V/def2-TZVPD" e_lumo_ev=-6.63 e_above_lowest_kcal_mol=13.5 gap_ev=7.054 charge=+2 e_homo_ev=-13.7 energy_ev=-58749.5176
Pt -0.67664 1.49872 -0.48330 1.13 -0.28 0.16 2.330
Cl 2.38359 -3.32562 -4.43483 -0.02 0.07 0.00 -0.180
C 1.64048 -1.87548 -3.86496 -0.10 -0.08 -0.17 -0.044
C 0.54201 -1.33667 -4.54905 0.13 0.04 0.02 -0.545
C -0.07819 -0.19442 -4.08972 -0.14 0.09 -0.02 -0.397
C 0.32535 0.40670 -2.89762 -0.07 0.21 0.15 0.267
O -0.35122 1.47077 -2.43820 -0.49 -0.38 -0.49 -0.837
C 1.45825 -0.11158 -2.23624 -0.02 -0.01 -0.08 0.067
C 1.95266 0.47348 -1.03692 0.13 -0.18 0.00 0.180
N 1.28719 1.28132 -0.27704 0.02 -0.16 0.24 0.058
C 1.78008 1.75955 0.97006 -0.17 -0.06 -0.11 -0.144
C 3.08485 1.99549 1.28869 0.13 0.13 -0.03 -0.279
C 3.41877 2.40254 2.60021 -0.01 -0.02 -0.04 -1.036
C 2.45471 2.55257 3.55691 -0.04 0.03 -0.01 -0.841
C 1.09746 2.28882 3.24914 0.01 -0.03 0.05 0.422
C 0.04006 2.35419 4.18704 0.04 0.06 0.03 -0.645
C -1.23377 2.03757 3.80671 -0.04 -0.13 -0.02 -1.037
C -1.47980 1.65623 2.47827 -0.01 -0.03 0.08 -0.081
N -0.51928 1.60801 1.57907 -0.37 0.70 -0.22 0.085
C 0.77218 1.91604 1.93872 -0.19 -0.26 0.22 1.099
C 2.11964 -1.24620 -2.74920 0.08 0.03 0.17 -1.121
H 0.18079 -1.82679 -5.44360 0.04 0.01 -0.02 0.473
H -0.90811 0.24591 -4.62667 -0.03 -0.08 0.00 0.497
H 2.93679 0.16226 -0.69206 0.05 0.15 -0.05 0.494
H 3.85885 1.90042 0.53711 0.02 0.00 0.04 0.601
H 4.45424 2.59508 2.84357 0.00 0.02 -0.03 0.432
H 2.71399 2.88216 4.55452 0.00 -0.06 0.01 0.470
H 0.25369 2.64486 5.20827 0.00 0.01 -0.01 0.487
H -2.05439 2.06508 4.50853 0.00 -0.02 -0.01 0.457
H -2.46989 1.36990 2.14595 -0.02 0.11 -0.03 0.556
H 2.98927 -1.64535 -2.24065 0.00 0.04 0.00 0.497
N -4.20652 3.33385 -1.31915 -0.08 -0.07 -0.01 -0.366
C -2.95399 2.95820 -1.20964 0.04 -0.02 -0.07 0.682
O -2.68460 1.79252 -0.77552 -0.04 0.07 0.26 -0.970
C -1.82292 3.85177 -1.59221 0.10 0.10 0.05 -0.755
C -0.63354 3.52991 -0.68748 0.03 -0.06 0.14 -1.066
H -4.94989 2.69510 -1.07494 0.00 -0.01 -0.02 0.262
H -4.45556 4.24481 -1.66897 0.03 0.01 -0.02 0.241
H -2.09954 4.90622 -1.55577 -0.02 -0.01 0.00 0.522
H -1.56593 3.60860 -2.62635 -0.06 -0.02 -0.01 0.297
H -0.75434 3.96296 0.30620 0.03 0.07 -0.02 0.514
H 0.30401 3.86102 -1.12533 0.01 0.00 -0.01 0.450
O -0.32645 -6.24796 0.65914 0.00 0.05 0.01 -0.518
C 0.87036 -5.51649 0.76370 -0.09 0.03 0.07 -0.730
N 0.90584 -4.59541 1.88002 -0.05 -0.01 -0.01 -0.093
C 0.46487 -3.31447 1.92990 0.03 -0.03 0.00 0.026
O 0.69092 -2.58213 2.87629 -0.01 -0.02 -0.01 -0.652
C -0.32883 -2.74816 0.77448 -0.03 -0.02 0.05 -0.316
C -1.24933 -3.42276 -0.01707 0.01 0.00 -0.06 0.181
C -1.97569 -2.70180 -0.95832 -0.04 -0.02 0.04 -1.140
C -1.78075 -1.34242 -1.06657 0.01 0.03 0.03 -0.313
N -0.90629 -0.68687 -0.28500 -0.09 -0.03 -0.18 -0.303
C -0.20245 -1.37865 0.60859 -0.01 0.00 0.01 0.023
H -0.37484 -6.91893 1.34911 0.03 -0.02 -0.02 0.319
H 0.96001 -4.95536 -0.16414 0.04 -0.03 -0.03 0.499
H 1.73349 -6.17417 0.85817 0.01 -0.01 -0.01 0.410
H 1.34069 -4.90210 2.73844 0.05 0.03 0.00 0.285
H -1.41554 -4.48589 0.10473 0.01 0.00 0.01 0.752
H -2.70580 -3.19114 -1.58726 0.02 0.00 -0.01 0.484
H -2.33369 -0.74422 -1.77956 0.01 0.01 0.00 0.460
H 0.48268 -0.84160 1.25185 -0.02 0.03 0.00 0.529


42
Properties=species:S:1:pos:R:3:forces:R:3:mulliken_charge:R:1 method="wB97M-V/def2-TZVPD" e_lumo_ev=-0.30 e_above_lowest_kcal_mol=458.1 gap_ev=7.149 smiles="COc1ccc(Nc2nc(N)c(C(=O)c3ccc(OC)cc3)s2)cc1" e_homo_ev=-7.4 energy_ev=-40372.2543
C -5.63305 -3.35386 0.09523 -3.71 5.22 14.13 -1.411
H -6.44609 -3.95256 0.01047 -3.33 -0.95 0.57 0.408
O -5.93821 -1.91846 -0.03837 -8.06 -10.33 1.44 -0.444
C -5.08906 -1.06938 -0.04501 1.60 1.08 -0.56 0.999
C -5.58783 0.10164 -0.19253 -5.61 12.79 2.02 -0.260
C -4.78755 1.24695 0.00394 -1.38 0.67 -0.52 -0.323
C -3.44052 0.98983 0.13334 0.33 8.20 -2.34 0.817
C -2.90838 -0.17114 -0.13761 -1.18 -2.46 1.32 -0.766
C -3.82614 -1.23161 -0.10222 9.53 -4.06 0.22 -0.491
H -3.33070 -2.30237 -0.00193 -1.31 2.24 -0.44 0.174
H -1.89060 -0.20378 0.00814 1.90 -1.26 -0.40 0.106
N -2.63813 2.33917 -0.14499 4.08 -8.11 -0.13 -0.184
C -1.17610 2.22591 -0.10229 -3.52 7.42 1.17 0.078
N -0.68045 3.70023 0.01351 -2.22 -6.06 -2.08 -0.658
C 0.63792 3.58851 -0.07365 -0.17 -3.07 3.16 -0.156
C 1.18018 2.31159 0.28805 3.09 -2.34 -1.40 0.033
C 2.69517 1.96437 0.17150 -5.50 14.28 -0.32 0.446
O 3.40297 3.02721 0.08595 -0.59 -1.62 0.19 -0.798
C 3.27995 0.84333 0.09745 -8.25 -9.34 10.11 0.676
C 4.25697 0.47207 -0.49698 11.96 -2.82 -10.05 -0.223
C 4.77686 -0.85261 -0.71287 -1.98 -0.99 4.70 -0.433
C 4.14389 -1.74307 0.33382 10.31 -3.05 -9.87 0.462
C 3.16057 -1.40782 1.04082 -6.05 -0.61 5.90 -0.775
C 2.56601 -0.20445 1.14861 14.01 -1.58 -8.99 -1.621
H 1.79910 0.14291 1.38727 -11.71 4.34 5.16 1.645
H 2.84143 -2.27204 1.60697 -0.67 -0.07 0.57 0.371
O 4.71336 -3.30814 0.25392 -2.79 6.18 1.32 -0.351
C 5.85533 -3.33916 -0.54572 -0.77 -6.83 4.76 -0.974
H 5.90862 -4.58921 -0.17859 1.47 3.08 -1.63 0.189
H 5.65939 -3.42531 -1.51418 -0.84 0.30 -4.35 0.475
H 6.71974 -2.81456 -0.29137 1.16 1.08 0.77 0.399
H 5.64600 -1.07923 -1.37465 -1.15 0.24 0.80 0.365
H 4.75574 1.24115 -1.20384 -0.81 -0.98 1.19 0.254
S -0.03552 0.99919 0.12785 -0.02 2.31 -0.38 0.090
N 1.31323 4.68118 0.06252 4.16 7.50 -1.92 -0.370
H 2.39518 4.83485 0.02426 -2.86 -1.83 0.21 0.299
H 0.90887 5.61211 -0.34782 0.26 -2.75 1.24 0.293
H -3.02750 3.14711 0.18034 -0.68 2.60 1.13 0.322
H -5.12964 2.39018 -0.04782 0.39 -3.00 0.21 0.162
H -6.79403 0.57341 0.04467 3.33 -2.70 -1.31 0.149
H -5.02388 -3.65888 1.07101 -1.24 0.99 -2.09 0.276
H -5.23311 -3.53528 -0.63719 8.83 -3.66 -13.47 0.748


97
Properties=species:S:1:pos:R:3:forces:R:3:mulliken_charge:R:1 method="wB97M-V/def2-TZVPD" e_lumo_ev="2.37 / 2.37" e_above_lowest_kcal_mol=0.0 s2=3.763 multiplicity=4 gap_ev="5.917 / 7.903" charge=-1 e_homo_ev="-3.5 / -5.5" energy_ev=-80257.6278
V 0.00294 -0.29889 0.22813 -0.23 -0.28 -1.92 0.563
C -0.78184 4.28457 2.89116 0.00 0.00 -0.02 -1.428
C -1.25310 2.96315 2.37514 -0.11 0.04 -0.11 0.642
C -2.44362 2.31112 2.60694 -0.13 -0.10 0.12 -1.291
C -2.38423 1.11802 1.85366 -0.09 0.16 0.07 -0.826
N -1.20843 1.04498 1.23563 -0.46 1.14 0.68 1.122
N -0.53832 2.20526 1.52689 0.29 -0.29 -0.03 0.247
B 0.73580 2.60798 0.73668 -0.08 -0.12 -0.13 -1.516
N 0.39439 2.60290 -0.77999 -0.07 -0.29 0.10 0.329
N -0.29421 1.55445 -1.34043 0.35 0.40 0.09 0.888
C -0.66882 1.95933 -2.55108 0.01 0.00 0.03 -0.675
C -0.18142 3.26432 -2.79207 -0.12 -0.02 -0.26 -1.183
C 0.48143 3.63292 -1.64471 -0.07 -0.07 0.11 0.475
C 1.17796 4.92074 -1.33355 -0.03 -0.06 0.02 -1.396
C -1.66301 1.21064 -3.42479 0.07 0.02 0.04 3.061
C -1.71516 -0.28823 -3.13840 0.07 -0.03 -0.20 -1.357
C -3.04695 1.81669 -3.13748 -0.10 0.08 0.08 -1.811
C -1.33357 1.42673 -4.90352 -0.04 0.03 -0.15 -1.870
N 1.91984 1.67531 1.07038 -0.41 -0.08 0.14 0.392
N 1.80568 0.30299 1.07888 1.20 0.66 0.34 1.121
C 2.98394 -0.16199 1.54728 0.05 0.08 -0.07 -0.854
C 3.82655 0.93087 1.83192 0.19 -0.16 0.21 -1.126
C 3.11482 2.06532 1.53138 0.09 0.05 -0.10 0.428
C 3.55279 3.49417 1.62534 -0.03 -0.05 0.03 -1.384
C 3.42687 -1.61511 1.75433 -0.10 0.06 -0.06 3.215
C 2.95552 -2.15232 3.11720 0.01 0.12 0.07 -1.524
C 4.96264 -1.65926 1.74909 0.12 0.10 0.00 -2.390
C 2.94831 -2.55191 0.64459 0.07 -0.03 -0.03 -1.232
C -3.54596 0.16509 1.62457 0.03 0.06 -0.01 2.941
C -3.87642 -0.65690 2.87944 0.02 0.00 0.02 -1.666
C -3.27661 -0.76444 0.44492 -0.08 0.02 -0.20 -0.929
C -4.77246 1.02745 1.26723 -0.03 0.10 0.03 -1.964
H -1.52319 4.68040 3.58337 0.00 0.02 0.02 0.431
H 0.17148 4.19626 3.41798 -0.06 -0.02 -0.03 0.217
H -0.64374 5.00756 2.08346 -0.02 -0.06 0.04 0.191
H -3.25414 2.66201 3.22934 0.07 -0.05 -0.07 0.483
H 1.04249 3.72673 1.05560 -0.05 -0.18 -0.08 -0.206
H -0.30982 3.87286 -3.67844 0.02 -0.13 0.15 0.380
H 1.12191 5.57576 -2.20195 0.01 0.00 0.00 0.404
H 0.72181 5.43467 -0.48373 0.01 -0.05 -0.06 0.190
H 2.23175 4.76273 -1.09306 -0.06 -0.01 -0.02 0.156
H -1.71400 -0.49417 -2.07383 -0.01 -0.06 0.10 -0.295
H -2.63406 -0.71209 -3.56101 0.11 0.05 0.02 0.517
H -0.87148 -0.82560 -3.57556 -0.06 0.06 0.09 0.123
H -3.34813 1.60478 -2.10541 0.02 0.04 -0.11 0.150
H -3.03887 2.90387 -3.27226 -0.01 -0.11 0.00 0.384
H -3.79525 1.38530 -3.81350 0.08 0.03 0.09 0.513
H -0.34270 1.03566 -5.14592 -0.04 0.02 0.02 0.279
H -2.07066 0.90154 -5.52569 0.13 0.09 0.10 0.433
H -1.36157 2.48883 -5.17119 -0.01 -0.12 0.01 0.362
H 4.83864 0.90608 2.21051 -0.18 -0.03 -0.08 0.415
H 4.56459 3.52510 2.02751 0.01 0.01 0.00 0.439
H 3.56079 3.97751 0.64536 -0.01 -0.05 0.06 0.113
H 2.90252 4.08424 2.27591 0.05 -0.07 -0.04 0.194
H 3.13361 -1.42055 3.91709 0.00 -0.13 -0.14 0.305
H 1.89533 -2.39614 3.10405 -0.03 0.05 -0.01 0.221
H 3.51557 -3.06517 3.35430 -0.07 0.09 -0.03 0.477
H 5.39147 -1.17165 2.63237 -0.05 -0.05 -0.11 0.412
H 5.27455 -2.70669 1.76542 0.02 0.05 0.01 0.464
H 5.37649 -1.18971 0.84923 -0.07 -0.08 0.12 0.438
H 1.86892 -2.53658 0.53991 -0.04 -0.01 0.01 -0.276
H 3.39287 -2.26799 -0.31358 -0.03 -0.12 0.20 0.170
H 3.25553 -3.57643 0.88745 -0.02 0.09 -0.01 0.524
H -3.12510 -1.42996 3.05130 -0.04 0.07 0.00 0.248
H -3.91853 -0.01658 3.76750 -0.02 -0.05 -0.09 0.303
H -4.85467 -1.13955 2.75869 0.13 0.04 0.00 0.460
H -2.46737 -1.46234 0.65473 -0.04 0.01 0.01 -0.006
H -4.17906 -1.34610 0.22576 0.09 0.02 0.00 0.650
H -3.02339 -0.18732 -0.45278 -0.08 -0.05 0.13 -0.503
H -5.10738 1.63294 2.11770 0.07 -0.08 -0.11 0.358
H -4.54774 1.70473 0.43487 -0.03 -0.11 0.10 0.357
H -5.59890 0.37310 0.97145 0.04 0.07 0.03 0.487
C 3.40198 -2.60523 -3.25039 0.13 -0.19 -0.09 -1.920
C 2.51269 -1.42389 -2.90120 -0.08 0.00 0.05 2.275
C 2.28013 -0.54904 -4.12263 -0.04 0.16 -0.19 -1.569
O 3.16880 -0.63584 -1.91402 0.13 -0.04 -0.26 -0.716
C 1.13109 -1.95608 -2.42738 -0.24 0.08 0.69 -0.144
O 0.54700 -2.74679 -3.16470 0.05 0.10 0.04 -0.768
O 0.69458 -1.52536 -1.29261 0.38 -0.06 -0.64 0.384
H 4.36794 -2.23978 -3.61630 -0.09 -0.04 0.05 0.381
H 2.92177 -3.20969 -4.02203 0.07 0.03 0.05 0.366
H 3.57591 -3.23520 -2.37292 -0.02 0.07 -0.09 0.353
H 3.24097 -0.27427 -4.57236 -0.10 -0.01 0.05 0.505
H 1.77096 0.36926 -3.81544 -0.02 -0.04 -0.05 0.074
H 1.67036 -1.07887 -4.85734 0.05 0.04 0.00 0.286
H 2.54606 -0.56442 -1.18587 -0.33 0.14 0.33 -0.539
F -1.22956 -4.69550 4.49492 -0.06 -0.20 0.20 -0.436
C -0.95112 -3.73969 3.56950 0.02 0.05 -0.15 0.462
C -0.86831 -4.09908 2.24115 0.06 0.07 -0.28 -0.756
C -0.57279 -3.10444 1.30331 0.05 0.04 0.23 0.139
C -0.35584 -1.74461 1.64021 -0.24 -1.30 0.90 1.468
C -0.47328 -1.47617 3.01800 0.07 0.07 0.01 -0.918
C -0.75887 -2.44322 3.98495 0.06 0.23 0.00 -0.658
H -1.02110 -5.13780 1.95480 0.02 0.16 0.02 0.414
H -0.49093 -3.40348 0.25907 -0.01 0.01 0.05 0.205
H -0.31718 -0.45447 3.37088 -0.03 -0.09 -0.03 -0.077
H -0.83068 -2.20192 5.04211 0.01 0.00 -0.10 0.229